{
  "formula": "C26H22AsMnN6S",
  "method": "the ωB97M-V functional and the def2-TZVPD basis",
  "elements": ["Mn", "S", "C", "C", "C", "C", "C", "C", "As", "C", "C", "C", "C", "C", "C", "C", "C", "C", "C", "C", "C", "H", "H", "H", "H", "H", "H", "H", "H", "H", "H", "H", "H", "H", "H", "N", "C", "N", "C", "N", "N", "C", "N", "C", "C", "C", "C", "C", "N", "H", "H", "H", "H", "H", "H", "H", "H"],
  "xyz": [[0.989, -0.148, -1.029], [0.723, 1.852, -2.177], [-1.028, 2.160, -2.234], [-1.460, 3.175, -3.090], [-2.801, 3.495, -3.197], [-3.752, 2.812, -2.451], [-3.343, 1.805, -1.590], [-1.995, 1.482, -1.479], [-1.408, 0.112, -0.263], [-2.998, -0.752, 0.391], [-3.664, -0.297, 1.523], [-4.832, -0.925, 1.929], [-5.336, -1.996, 1.208], [-4.673, -2.450, 0.077], [-3.502, -1.831, -0.332], [-0.782, 1.140, 1.277], [-0.874, 2.528, 1.330], [-0.405, 3.208, 2.445], [0.158, 2.511, 3.503], [0.261, 1.129, 3.450], [-0.206, 0.444, 2.339], [-0.728, 3.711, -3.677], [-3.105, 4.282, -3.870], [-4.798, 3.060, -2.537], [-4.079, 1.270, -1.001], [-3.280, 0.543, 2.093], [-5.350, -0.574, 2.809], [-6.246, -2.479, 1.529], [-5.065, -3.286, -0.484], [-2.986, -2.194, -1.216], [-1.319, 3.078, 0.508], [-0.490, 4.284, 2.490], [0.511, 3.045, 4.374], [0.696, 0.584, 4.275], [-0.129, -0.642, 2.311], [2.701, 1.782, 1.132], [3.312, 0.612, 0.987], [4.383, 0.359, 1.734], [4.986, -0.804, 1.508], [6.036, -1.131, 2.258], [4.628, -1.700, 0.547], [3.547, -1.369, -0.113], [2.807, -0.266, 0.080], [3.091, -2.278, -1.205], [3.809, -3.409, -1.549], [3.350, -4.179, -2.607], [2.201, -3.797, -3.281], [1.535, -2.652, -2.868], [1.971, -1.910, -1.851], [3.068, 2.437, 1.801], [1.945, 2.067, 0.523], [6.358, -0.496, 2.967], [6.521, -1.994, 2.086], [4.702, -3.662, -1.000], [3.889, -5.066, -2.905], [1.820, -4.367, -4.113], [0.633, -2.312, -3.365]],
  "forces_ev_per_angstrom": [[0.368, -0.299, -0.325], [-0.066, 0.121, 0.076], [-0.033, 0.051, -0.068], [0.073, -0.059, 0.026], [-0.063, -0.026, 0.039], [0.067, -0.080, 0.056], [-0.065, 0.057, -0.047], [0.029, -0.024, 0.098], [-0.004, 0.241, 0.299], [-0.053, -0.063, -0.127], [0.088, 0.073, 0.015], [-0.011, 0.009, 0.016], [0.034, -0.013, -0.043], [0.044, 0.048, 0.016], [0.042, -0.015, -0.022], [-0.158, 0.019, -0.049], [-0.032, -0.065, -0.051], [0.012, -0.024, -0.050], [0.016, -0.030, 0.024], [-0.045, -0.009, 0.000], [0.017, -0.138, -0.024], [0.042, 0.012, -0.015], [-0.026, 0.060, -0.052], [-0.088, 0.021, -0.006], [0.023, 0.000, -0.003], [0.008, -0.041, -0.057], [-0.027, 0.026, 0.052], [-0.084, -0.046, 0.029], [-0.030, -0.051, -0.036], [-0.020, 0.049, 0.065], [0.008, -0.032, -0.002], [-0.005, 0.092, -0.001], [0.028, 0.035, 0.056], [0.027, -0.031, 0.047], [-0.032, 0.104, -0.024], [-0.081, 0.129, -0.064], [0.139, -0.061, 0.092], [-0.034, 0.056, 0.018], [-0.051, -0.055, -0.079], [0.055, 0.021, 0.068], [-0.222, 0.128, -0.107], [0.126, -0.079, 0.098], [0.036, 0.000, 0.074], [-0.021, -0.021, -0.048], [-0.142, 0.076, -0.056], [-0.076, 0.032, -0.033], [0.005, 0.124, 0.112], [0.118, -0.121, -0.004], [0.003, -0.060, 0.071], [0.008, -0.018, 0.002], [0.023, -0.024, 0.024], [-0.013, -0.006, -0.023], [-0.020, 0.020, -0.010], [0.032, 0.017, 0.036], [0.023, -0.053, -0.026], [-0.025, -0.056, -0.070], [0.033, -0.019, 0.014]],
  "nbo_charge": [1.342, -0.431, -0.133, -0.226, -0.173, -0.237, -0.137, -0.415, 0.781, -0.243, -0.239, -0.197, -0.188, -0.189, -0.240, -0.251, -0.255, -0.194, -0.203, -0.204, -0.259, 0.230, 0.225, 0.225, 0.214, 0.227, 0.227, 0.227, 0.225, 0.216, 0.239, 0.228, 0.227, 0.226, 0.217, -0.747, 0.630, -0.564, 0.611, -0.739, -0.536, 0.458, -0.733, 0.143, -0.185, -0.127, -0.220, 0.067, -0.569, 0.426, 0.423, 0.420, 0.419, 0.260, 0.240, 0.244, 0.217],
  "charge": 1,
  "total_energy_ev": -139252.3021,
  "multiplicity": 6,
  "homo_energy_ha": [-0.3752, -0.3823]
}